{
  "formula": "C3H3F3O3S",
  "method": "ωB97M-V/def2-TZVPD",
  "lumo_energy_ev": [-0.5, -0.9],
  "total_charge": 0,
  "orbital_gap_ev": [8.291, 7.849],
  "elements": ["C", "C", "C", "O", "O", "O", "F", "F", "F", "S", "H", "H", "H"],
  "coordinates": [[-1.316, 1.259, 0.600], [-1.886, -0.924, 0.569], [2.024, 0.664, -1.008], [-0.197, 1.250, 1.047], [0.898, -1.359, 0.306], [-2.176, 0.440, 0.417], [2.577, 1.768, -0.615], [1.033, 0.915, -1.852], [2.942, 0.006, -1.696], [1.610, -0.140, 0.573], [-1.840, -1.422, -0.521], [-2.776, -1.294, 1.061], [-0.892, -1.164, 1.120]]
}

{
  "formula": "C5H3N",
  "method": "ωB97M-V/def2-TZVPD",
  "lumo_energy_ev": -0.8,
  "total_charge": 0,
  "smiles": "C#C/C=C\\C#N",
  "orbital_gap_ev": 8.698,
  "elements": ["C", "C", "C", "C", "C", "H", "H", "H", "N"],
  "coordinates": [[0.517, 2.071, 0.599], [0.038, 1.235, -0.441], [-0.164, -0.103, -1.124], [-0.080, -1.193, -0.333], [-0.362, -1.158, 1.030], [0.605, 2.915, 1.165], [-0.147, -0.349, -2.183], [0.006, -2.186, -0.927], [-0.412, -1.232, 2.214]]
}

E (computed, eV): -28285.25548, -6718.19353
Molecular weight (computed, g mol⁻¹): 176.1, 77.1